Here is a single C5H7Cl molecule from the Open Molecules 2025 dataset. Energies are from ωB97M-V/def2-TZVPD.

Its net charge is 0. As for the orbital gap: 10.776 eV. The LUMO energy is 0.968 eV. Its energy above the lowest of the compared OMol25 structures with the same formula, charge and spin is 197.3 kJ/mol. Its structure (SMILES) is C=C1C[C@@]1(C)Cl. Its multiplicity is 1. For the total energy, the calculation gives -654.81538 hartree.

Element x y z (Å)
C (0.57, -0.79, -0.85)
C (0.29, -0.60, 0.61)
H (1.36, -0.27, -1.17)
H (0.37, -1.68, -1.23)
C (0.63, -0.88, 1.87)
C (-0.46, 1.52, -0.66)
C (-0.58, 0.06, -0.39)
H (-1.33, 1.94, -0.20)
Cl (-2.19, -0.53, -0.60)
H (0.47, 1.82, -0.21)
H (1.46, -1.56, 1.92)
H (-0.50, 1.59, -1.79)
H (-0.08, -0.61, 2.70)


Here is a single C4H12N2 molecule from the Open Molecules 2025 dataset. Energies are from ωB97M-V/def2-TZVPD.

Its net charge is 0. As for the orbital gap: 10.255 eV. The LUMO energy is 1.094 eV. Its energy above the lowest of the compared OMol25 structures with the same formula, charge and spin is 44.6 kJ/mol. Its structure (SMILES) is NCCCCN. Its multiplicity is 1. For the total energy, the calculation gives -269.09937 hartree.

Element x y z (Å)
C (-0.64, -1.47, -1.22)
H (0.83, 0.99, 2.53)
H (0.44, 2.62, 0.75)
H (-2.65, -1.20, -0.95)
H (-0.85, -1.07, -2.20)
H (-1.04, 0.70, 0.59)
H (1.74, 1.81, -0.11)
H (0.70, -1.15, 0.44)
N (-1.92, -1.74, -0.50)
H (-0.50, 1.32, -0.95)
H (-1.87, -1.34, 0.43)
C (0.34, -0.62, -0.43)
H (2.13, 0.43, 1.65)
H (-0.18, -2.46, -1.34)
C (-0.17, 0.78, -0.07)
N (1.51, 1.21, 1.82)
H (1.22, -0.47, -1.01)
C (0.91, 1.66, 0.57)


Here is a molecular structure, C42H38GeN7PbSe from the Open Molecules 2025 dataset. Energies are from ωB97M-V/def2-TZVPD.

Its net charge is +4. As for the orbital gap (alpha / beta): 7.386 / 4.573 eV. The LUMO energy (alpha / beta) is -10.952 / -13.766 eV. Its multiplicity is 2. For the total energy, the calculation gives -6676.30240 hartree.

Element x y z (Å)
C (-3.11, 4.07, -2.28)
C (5.60, 0.35, 3.20)
H (0.64, 5.28, -0.41)
H (-3.69, 4.94, -2.02)
C (0.43, 3.22, 0.14)
H (-3.00, -5.04, -2.81)
C (-3.16, -2.95, -2.37)
H (4.42, 0.17, 0.26)
C (-5.00, 0.40, 2.19)
C (2.52, -0.01, -1.59)
H (2.06, 0.73, -2.25)
H (-4.87, 1.09, 3.00)
H (3.58, -0.07, -1.86)
C (1.86, -1.33, -1.86)
N (2.39, 0.48, -0.19)
N (4.38, 2.12, 2.32)
C (3.74, -2.13, 3.38)
Se (5.87, 2.87, 2.94)
C (-2.60, -3.83, -4.54)
H (2.04, -1.54, 6.24)
H (-0.71, -3.02, -0.75)
C (5.99, -1.02, 3.30)
H (-2.74, -0.45, -4.64)
H (7.06, -1.16, 3.38)
C (4.38, 0.84, 2.57)
C (3.09, -1.15, 4.37)
C (2.82, -1.02, 2.84)
C (5.19, -2.11, 3.28)
H (-5.54, -2.08, -0.74)
C (-0.76, 5.01, 1.20)
H (-3.57, 1.37, 0.92)
H (2.69, 2.29, 0.82)
H (2.08, -4.07, -3.83)
C (1.41, 2.70, -0.87)
C (-5.91, -0.64, 2.30)
H (5.66, -3.08, 3.29)
N (6.45, 1.32, 3.44)
C (-1.64, 1.82, -3.00)
H (-0.16, -2.43, 2.76)
H (-1.08, 0.93, -3.29)
C (-2.53, -2.54, -5.05)
C (-2.92, -4.03, -3.20)
C (0.57, -3.69, -2.33)
H (1.80, 3.54, -1.45)
C (-1.03, 2.74, 1.85)
C (-6.11, -1.53, 1.25)
H (0.04, -4.62, -2.48)
H (-3.41, -3.11, -1.33)
C (2.02, -1.68, 5.17)
C (-4.45, -0.35, -0.03)
N (3.37, 0.02, 2.04)
H (-2.06, 4.37, 2.78)
C (-3.07, -1.66, -2.88)
H (0.86, 2.06, -1.55)
C (-3.50, 2.83, -1.82)
C (2.36, -2.19, -2.83)
C (-4.27, 0.55, 1.02)
C (0.78, -2.11, 3.19)
H (3.25, -1.93, -3.37)
H (-2.30, -2.38, -6.09)
C (-2.77, 1.69, -2.19)
H (-6.49, -0.76, 3.20)
H (-0.99, 6.06, 1.29)
H (3.36, -1.26, 0.40)
N (0.76, -1.63, -1.16)
C (1.70, -3.39, -3.08)
C (2.58, 1.95, -0.21)
C (-1.36, 4.07, 2.02)
H (3.51, 2.18, -0.74)
H (-6.83, -2.33, 1.33)
C (3.44, -0.19, 0.61)
C (-2.00, 4.19, -3.11)
C (-5.37, -1.40, 0.09)
C (1.00, -2.35, 4.56)
N (-0.16, 2.32, 0.92)
H (-1.73, 5.15, -3.51)
C (0.14, -2.79, -1.38)
C (0.15, 4.58, 0.25)
H (3.77, -0.45, 4.83)
H (0.25, -2.89, 5.11)
C (-2.77, -1.45, -4.23)
H (-2.44, -4.67, -5.19)
N (1.54, -1.36, 2.42)
H (3.30, -3.12, 3.37)
H (-4.38, 2.73, -1.20)
Ge (-3.46, -0.10, -1.72)
Pb (0.18, -0.16, 0.73)
H (-1.49, 1.98, 2.47)
H (-0.41, 3.17, -4.11)
C (-1.26, 3.07, -3.46)


Here is a molecular structure, C5H8N2 from the Open Molecules 2025 dataset. Energies are from ωB97M-V/def2-TZVPD.

Its net charge is 0. As for the orbital gap: 9.548 eV. The LUMO energy is 0.826 eV. Its energy above the lowest of the compared OMol25 structures with the same formula, charge and spin is 432.5 kJ/mol. Its multiplicity is 1. For the total energy, the calculation gives -304.67076 hartree.

Element x y z (Å)
C (-0.38, 2.10, -0.26)
H (-0.26, 2.85, -1.05)
H (0.59, -2.31, 0.01)
C (-0.04, 0.78, -0.75)
H (-0.60, 0.42, -1.60)
N (0.16, -0.41, 0.60)
H (1.44, -0.71, -1.13)
H (0.26, 2.39, 0.56)
H (1.94, 0.58, 0.02)
N (-2.30, -2.16, 0.64)
C (0.16, -1.76, 0.83)
C (-1.22, -1.82, 0.72)
H (0.53, -2.14, 1.76)
C (1.12, 0.04, -0.41)
H (-1.42, 2.11, 0.08)


Here is 2 unconnected molecules or ions with the total composition C3H9N2O2S from the Open Molecules 2025 dataset. Energies are from ωB97M-V/def2-TZVPD.

Its net charge is -1. As for the orbital gap: 6.445 eV. The LUMO energy is 3.607 eV. Its energy above the lowest of the compared OMol25 structures with the same formula, charge and spin is 229.9 kJ/mol. Its multiplicity is 1. For the total energy, the calculation gives -777.90324 hartree.

Element x y z (Å)
H (-0.68, 2.89, -0.43)
H (-0.40, -0.39, 3.46)
C (-0.66, 0.71, -0.97)
H (1.00, 0.70, -2.36)
C (1.09, -1.07, -1.22)
H (0.40, 1.97, 0.67)
H (0.54, -0.88, 2.18)
H (-1.15, -0.16, -0.40)
H (-1.26, 1.23, -1.74)
H (-0.62, -1.60, 0.03)
C (-0.46, 1.85, -0.05)
S (-1.84, 1.55, 1.19)
O (2.11, -1.53, -1.70)
H (0.70, -2.74, 0.01)
N (0.63, 0.19, -1.47)
N (0.34, -1.86, -0.30)
O (0.25, -0.85, 3.09)


Here is 26 unconnected molecules or ions with the total composition C15H79BBrIN3O26S from the Open Molecules 2025 dataset. Energies are from ωB97M-V/def2-TZVPD.

Its net charge is -1. As for the orbital gap: 6.140 eV. The LUMO energy is 1.044 eV. Its multiplicity is 1. For the total energy, the calculation gives -6034.23598 hartree.

Element x y z (Å)
O (-3.73, -0.57, -5.95)
H (3.18, 1.40, -0.75)
H (3.14, -6.05, 1.34)
H (-2.56, 2.03, -0.11)
H (2.14, 3.71, -0.15)
C (2.13, 2.85, 0.52)
N (-4.02, 5.10, -1.79)
O (-1.63, 4.34, -3.70)
H (3.96, -4.71, 5.46)
C (4.63, 2.60, 0.24)
H (3.99, 0.14, 5.40)
H (4.23, -6.63, -2.07)
O (-4.77, 2.03, 4.64)
O (4.24, -3.22, 2.84)
H (4.56, 3.51, -0.35)
H (-7.60, -1.61, -3.64)
H (5.15, -3.14, 2.53)
H (1.63, -0.21, 0.21)
O (4.89, -4.52, 5.32)
H (8.03, -1.44, 3.46)
O (-7.09, -0.96, -3.15)
O (8.07, -0.52, 3.18)
H (8.89, -1.98, -2.19)
C (3.27, 1.89, 0.22)
H (5.33, -5.35, 5.52)
S (-5.68, 3.00, -1.71)
C (-4.46, 0.53, 0.00)
O (-2.75, -1.98, -3.27)
C (1.16, -0.35, 1.17)
O (-0.96, 1.11, -6.95)
O (4.01, -5.64, 1.25)
H (-0.07, 0.75, -7.03)
H (7.17, -2.09, 6.07)
O (3.90, 0.06, 4.44)
H (-4.19, 1.43, 4.17)
H (-6.03, 0.48, -1.51)
H (2.73, -1.75, 1.61)
C (0.62, 0.98, 1.72)
H (8.99, -0.27, 3.29)
H (-4.52, -5.97, 6.98)
H (0.62, -3.29, 1.38)
H (-2.69, -4.87, 0.97)
H (7.21, 0.04, -1.42)
C (0.24, 1.60, -0.93)
H (-6.05, 2.53, 0.66)
C (-2.35, 1.51, -1.04)
H (-1.03, 0.24, -2.01)
H (1.50, -1.60, 2.87)
H (-3.73, -5.08, 3.39)
H (-6.59, -0.03, 0.08)
O (-3.57, -5.82, 6.89)
O (-2.75, 6.66, -5.68)
O (3.32, -6.36, -1.89)
H (1.54, 0.17, -3.90)
O (-5.29, -3.22, -1.97)
H (-3.12, 0.02, -6.42)
H (2.29, 3.24, 1.53)
H (-4.18, 1.32, 0.68)
C (-6.40, 2.12, -0.28)
H (3.94, -4.83, 1.79)
O (-0.04, 7.51, -0.60)
C (-4.95, 4.47, -1.16)
H (-1.00, 7.44, -0.54)
H (-0.94, 1.60, -6.12)
H (2.70, -0.33, 2.70)
H (4.31, -3.13, 3.80)
H (0.74, 4.12, -5.15)
H (-2.45, 4.62, -3.26)
H (-2.41, -2.77, -2.85)
H (1.78, 1.64, -3.61)
H (1.45, -3.30, 0.11)
C (-3.50, 0.48, -1.20)
H (-4.86, -3.79, -1.33)
H (-1.75, -3.68, 0.85)
H (-4.37, -0.40, 0.55)
O (7.27, -0.80, -1.88)
H (-3.60, 6.83, -5.26)
B (0.63, 2.17, 0.54)
O (0.77, 3.16, -5.11)
H (-2.27, 6.12, -5.04)
H (-2.89, -4.56, 5.59)
H (-3.71, -2.05, -3.15)
H (9.44, -2.78, -3.36)
I (-1.19, 0.46, 2.85)
H (3.35, 1.10, 0.96)
H (1.29, 1.31, 2.50)
O (0.54, -3.39, 0.42)
H (-6.13, -3.00, -1.57)
C (-1.03, 0.75, -1.04)
H (-2.39, 2.24, -1.84)
N (-3.77, 6.23, -1.06)
H (-3.17, -6.66, 7.13)
H (-5.04, 2.63, 3.95)
H (-1.65, -3.67, 5.69)
H (1.05, 1.01, -1.34)
H (-7.29, -0.12, -3.58)
O (-2.67, -3.94, 0.72)
H (6.18, 2.12, -1.04)
H (6.38, -1.14, -1.83)
H (0.12, 2.44, -1.63)
H (1.42, 2.92, -5.78)
C (2.12, -1.05, 2.15)
H (-4.62, 6.93, 0.73)
O (2.03, 0.75, -3.32)
C (-5.93, 0.65, -0.45)
H (6.58, -3.01, 5.03)
C (-4.53, 6.21, -0.06)
O (-4.49, -4.65, 2.98)
H (-1.93, 3.67, -4.32)
H (-4.09, -4.10, 2.29)
H (-4.03, 0.62, -2.13)
H (0.32, -1.01, 1.04)
H (-3.34, -0.68, -5.07)
O (7.29, -2.38, 5.16)
O (-2.17, -4.18, 5.06)
H (-3.06, -0.51, -1.23)
H (4.84, 2.79, 1.28)
H (0.26, 6.66, -0.27)
H (6.37, 1.56, 0.45)
H (4.80, 0.12, 4.11)
H (-7.48, 2.16, -0.31)
Br (-0.57, 3.80, 1.11)
N (5.68, 1.68, -0.28)
H (3.34, -6.10, -0.96)
O (9.72, -2.24, -2.62)
H (-1.07, -0.03, -0.29)
O (-5.32, 5.10, -0.05)


Here is 7 unconnected molecules or ions with the total composition C41H72Cl2O16 from the Open Molecules 2025 dataset. Energies are from ωB97M-V/def2-TZVPD.

Its net charge is 0. As for the orbital gap: 9.259 eV. The LUMO energy is 0.183 eV. Its energy above the lowest of the compared OMol25 structures with the same formula, charge and spin is 61.6 kJ/mol. Its structure (SMILES) is COCCCCCCCCCC1=C(/C(Cl)=C(\C)Cl)C(=O)OC1=O.CCOC(C)=O.CCOC(C)=O.CCOC(C)=O.CCOC(C)=O.CCOC(C)=O.CCOC(C)=O. Its multiplicity is 1. For the total energy, the calculation gives -3729.62611 hartree.

Element x y z (Å)
C (-5.06, 5.67, 4.59)
O (-4.39, -6.69, 4.94)
C (-6.91, -11.52, -0.65)
H (5.22, 1.70, 0.91)
C (-7.34, 7.94, 4.40)
C (-1.11, -4.07, 5.90)
O (0.22, 0.70, 2.30)
O (-5.35, -9.78, -0.27)
C (-9.10, -10.65, 1.66)
C (10.43, 0.64, -6.85)
H (0.69, 1.10, 0.37)
H (3.65, 1.68, -1.65)
C (10.23, -0.62, -7.66)
H (-2.05, -4.59, 5.76)
H (-5.24, 4.73, 6.49)
H (-0.37, 3.23, -1.79)
C (-1.32, -2.70, 6.52)
C (2.69, 0.56, -0.13)
C (-4.19, -2.99, 6.34)
C (-3.15, 3.39, 2.43)
H (5.70, 5.66, -2.84)
H (8.22, 2.55, -8.90)
H (-4.43, -3.76, 5.61)
H (-7.97, -11.61, -0.85)
C (-4.76, -7.93, 2.95)
C (-8.78, -9.66, 0.56)
H (0.55, 3.09, -3.28)
C (3.96, 1.17, -0.74)
H (4.68, 0.41, -1.06)
H (-3.55, 1.25, 2.33)
H (6.76, 4.28, -2.60)
H (6.16, 2.37, -1.36)
C (4.64, 2.22, 0.15)
H (-5.11, -2.59, 6.76)
H (-6.67, 5.65, 6.09)
H (-2.72, 3.41, 3.43)
C (-3.45, -1.87, 5.65)
H (9.14, 2.57, -4.87)
H (-4.04, -4.37, 1.48)
C (-0.89, 1.11, 2.58)
O (-1.64, 1.66, 1.61)
H (-3.65, -3.44, 7.17)
O (-4.48, -5.49, 3.10)
H (-8.74, -10.29, 2.62)
C (5.96, 4.20, -5.26)
H (3.92, 2.88, 0.65)
H (1.58, 5.90, -0.97)
C (-4.45, -5.36, 1.67)
H (-0.01, 5.36, -1.47)
H (-8.62, -11.62, 1.49)
H (-2.63, 4.14, 1.84)
C (0.63, 2.99, -2.19)
C (8.59, 3.33, -4.29)
C (7.18, 4.94, -5.60)
O (1.55, 3.98, -1.73)
O (-3.96, 5.27, 4.33)
H (-6.49, -4.70, 1.51)
C (4.87, 4.09, -1.59)
H (-6.39, -11.71, -1.59)
H (10.48, -0.51, -8.72)
C (-4.51, -6.67, 3.74)
H (-5.79, -5.30, -0.01)
H (8.90, 2.09, -10.48)
H (-5.82, -8.18, 3.02)
H (-4.47, -7.87, 1.91)
C (-7.19, 6.57, 3.78)
H (-4.18, -8.74, 3.40)
H (-2.49, 1.09, 4.07)
C (-3.01, 2.03, 1.79)
H (4.69, 4.95, -0.94)
Cl (9.75, 5.49, -5.64)
H (-3.44, 2.05, 0.78)
H (9.22, 3.64, -3.46)
C (-6.48, -10.16, -0.15)
C (8.34, 4.53, -5.16)
H (-5.18, 6.51, 6.55)
H (10.89, -1.39, -7.26)
H (-1.74, -2.76, 7.52)
Cl (7.00, 6.34, -6.62)
H (-9.25, -8.71, 0.78)
C (5.33, 4.02, -4.12)
H (-6.82, 8.69, 3.81)
H (-0.46, -4.68, 6.53)
H (-3.75, -6.08, 1.23)
H (1.76, 1.15, -2.37)
H (-1.07, 0.15, 4.46)
H (-1.00, 1.93, 4.54)
O (-4.04, -1.03, 5.02)
O (3.51, 2.38, -3.97)
H (-6.92, 7.97, 5.41)
C (4.12, 3.18, -4.52)
H (-4.20, 3.67, 2.51)
H (-7.61, 6.58, 2.77)
H (-7.73, 5.79, 4.33)
C (-5.59, 5.65, 6.01)
H (7.68, 2.91, -3.89)
H (-10.18, -10.81, 1.72)
O (-2.11, -1.85, 5.68)
H (2.84, 0.26, 0.91)
O (-5.82, 6.21, 3.62)
H (3.89, 3.74, -1.92)
H (9.20, -0.94, -7.56)
C (10.31, 2.04, -8.86)
C (-5.83, -5.46, 1.07)
O (10.60, 0.59, -5.66)
O (5.55, 2.95, -7.31)
C (5.61, 3.06, -0.72)
H (0.10, 0.97, -1.89)
H (-8.40, 8.21, 4.47)
C (0.98, 1.59, -1.73)
H (-0.65, -3.97, 4.91)
H (6.28, 3.58, -0.03)
C (1.48, 1.50, -0.27)
H (10.64, 3.07, -9.01)
H (-6.61, -12.27, 0.08)
H (8.54, 0.86, -9.26)
H (0.72, 4.69, 0.01)
H (-0.35, -2.20, 6.62)
C (5.73, 4.57, -2.78)
H (-6.29, -6.43, 1.26)
C (8.91, 1.87, -9.41)
C (-1.41, 1.08, 3.99)
H (2.46, -0.35, -0.70)
H (-9.15, -9.98, -0.41)
H (11.05, 1.41, -9.36)
H (1.79, 2.47, 0.12)
O (-7.37, -9.39, 0.50)
O (3.89, 3.52, -5.87)
O (10.35, 1.83, -7.44)
C (0.93, 5.03, -1.02)
C (5.19, 3.47, -6.36)


Number 1: largest force on an atom 4.447 eV Å⁻¹. Number 2: largest force on an atom 1.556 eV Å⁻¹. Number 3: largest force on an atom 1.773 eV Å⁻¹. Number 4: largest force on an atom 8.257 eV Å⁻¹. Number 5: largest force on an atom 7.317 eV Å⁻¹. Number 6: largest force on an atom 1.626 eV Å⁻¹. Number 7: largest force on an atom 5.614 eV Å⁻¹.